# 1
{
  "formula": "C32H32F4N4",
  "method": "wB97M-V/def2-TZVPD",
  "lumo_ha": 0.0193,
  "molar_mass_da": 548.6,
  "e_homo_ev": -9.11,
  "total_charge": 0,
  "smiles": "Fc1ccccc1.Fc1ccccc1.Fc1ccccc1.Fc1ccccc1.CC#N.CC#N.CC#N.CC#N",
  "homo_lumo_gap_ev": 9.63,
  "symbols": ["F", "C", "C", "C", "C", "C", "C", "H", "H", "H", "H", "H", "F", "C", "C", "C", "C", "C", "C", "H", "H", "H", "H", "H", "F", "C", "C", "C", "C", "C", "C", "H", "H", "H", "H", "H", "F", "C", "C", "C", "C", "C", "C", "H", "H", "H", "H", "H", "C", "C", "N", "H", "H", "H", "C", "C", "N", "H", "H", "H", "C", "C", "N", "H", "H", "H", "C", "C", "N", "H", "H", "H"],
  "positions_angstrom": [[3.412860, 7.416333, 8.338696], [2.584280, 7.045893, 7.395366], [2.076790, 5.762583, 7.485606], [1.158330, 5.273323, 6.515016], [0.806830, 6.172993, 5.524876], [1.314140, 7.477043, 5.459016], [2.264720, 7.917533, 6.385836], [2.341120, 5.176353, 8.353286], [0.676440, 4.307013, 6.535096], [0.315210, 5.864933, 4.613936], [1.161020, 8.101473, 4.591236], [2.675200, 8.901883, 6.215666], [8.603040, -4.083377, 3.601786], [7.425400, -3.474887, 3.487116], [6.792510, -3.622287, 2.274896], [5.457000, -3.107047, 2.154346], [4.850240, -2.463507, 3.205036], [5.541560, -2.251217, 4.380816], [6.818520, -2.812537, 4.570646], [7.170030, -4.137787, 1.404186], [5.023410, -3.068767, 1.165926], [3.924440, -1.908997, 3.162556], [5.015710, -1.804777, 5.211836], [7.369550, -2.635637, 5.482486], [1.518040, -13.808397, -1.980864], [1.642580, -12.923317, -0.959214], [2.680630, -13.119867, -0.050054], [3.131030, -12.032247, 0.703026], [2.303580, -10.846277, 0.630336], [1.215950, -10.788577, -0.181564], [0.869750, -11.793097, -1.034324], [3.058760, -14.131257, -0.027534], [3.966080, -11.995967, 1.386966], [2.640970, -10.030107, 1.251976], [0.602450, -9.903197, -0.103614], [0.038900, -11.687597, -1.716204], [-9.497900, 0.248053, -6.726934], [-8.272120, -0.268087, -6.839354], [-7.947640, -1.490647, -6.241834], [-6.678060, -2.067617, -6.479444], [-5.736600, -1.409417, -7.314074], [-6.094510, -0.237977, -7.946634], [-7.375700, 0.320023, -7.741024], [-8.661750, -1.965797, -5.585574], [-6.303870, -2.970207, -6.019344], [-4.727160, -1.768547, -7.449964], [-5.461940, 0.341663, -8.602584], [-7.742180, 1.277483, -8.080674], [6.188460, 5.608353, -4.106564], [5.374070, 4.422033, -3.865204], [4.681940, 3.561103, -3.578514], [7.202850, 5.388533, -3.773724], [5.826050, 6.457273, -3.526834], [6.201740, 5.846753, -5.170094], [-2.289710, 0.454413, -1.267574], [-2.213330, -0.948107, -1.482114], [-2.066060, -2.087107, -1.659624], [-1.727570, 1.115043, -1.927624], [-1.989540, 0.735063, -0.258004], [-3.307440, 0.819403, -1.405844], [-7.606910, 3.977063, 3.923316], [-7.061300, 4.669983, 2.802086], [-6.570460, 5.189623, 1.942746], [-8.100770, 3.045803, 3.645906], [-8.374310, 4.574633, 4.415346], [-6.785450, 3.783533, 4.613136], [-2.347470, 8.658993, -3.470204], [-1.068950, 8.892523, -2.914064], [-0.030830, 9.111123, -2.431494], [-2.253270, 8.966423, -4.511694], [-3.157350, 9.185313, -2.965054], [-2.472030, 7.576703, -3.435034]],
  "forces_ev_per_a": [[1.272, 0.644, 1.257], [-0.758, -0.787, -0.627], [-1.280, -0.822, -0.499], [0.764, 1.631, 0.774], [0.323, 0.583, -1.263], [1.152, -0.644, 0.430], [-1.204, 0.027, -1.066], [0.148, -0.100, -0.012], [0.384, -0.173, 0.206], [-0.674, -0.308, 0.262], [-0.428, -0.036, -0.023], [0.301, -0.015, 0.559], [0.850, 0.066, 0.565], [-1.139, -0.054, 0.046], [-2.670, 0.721, -0.191], [1.754, 0.025, -0.383], [0.084, 1.007, 0.230], [1.044, -1.474, 0.720], [-0.101, 0.476, -0.849], [0.547, -0.021, 0.271], [-0.265, -0.393, 0.004], [-0.372, -0.446, -0.577], [0.242, 0.333, 0.074], [0.026, -0.240, 0.088], [-0.295, -0.523, 0.572], [0.398, 0.193, -0.904], [0.217, 0.228, -0.037], [-2.493, 1.100, -0.494], [2.666, -1.719, 0.820], [-0.712, 1.595, 0.769], [-0.083, -0.716, -0.199], [0.601, 0.105, 0.028], [0.065, -0.515, -0.093], [-0.367, 0.276, -0.054], [-0.093, 0.159, -0.279], [0.097, -0.182, -0.130], [-0.196, 0.189, 0.424], [1.627, -1.435, -1.280], [0.711, -0.153, -0.022], [0.429, 1.417, -0.616], [-0.838, -0.136, 0.419], [-1.575, 1.176, 0.017], [-0.375, -0.260, 1.399], [-0.043, -0.094, 0.021], [-0.569, -0.155, 0.259], [-0.064, -0.346, 0.068], [0.421, -0.308, 0.003], [0.477, 0.106, -0.687], [0.341, -0.229, -0.050], [0.097, 0.920, 0.156], [-0.364, -0.738, 0.016], [0.052, 0.092, -0.118], [-0.142, -0.107, -0.108], [0.004, 0.061, 0.106], [-0.663, 2.074, 0.433], [0.897, -2.652, -0.716], [-0.422, 1.724, 0.314], [0.425, -0.654, -0.286], [-0.022, -0.247, 0.076], [-0.218, -0.244, 0.175], [-0.574, -0.404, 0.947], [-1.371, -1.520, 2.149], [1.717, 1.960, -3.182], [0.272, -0.036, -0.145], [0.173, 0.133, 0.076], [-0.211, -0.136, 0.149], [-0.569, -0.599, -0.928], [3.296, 1.178, 2.159], [-1.843, -0.489, -0.980], [-0.520, -0.034, -0.105], [0.166, -0.083, -0.025], [-0.528, 0.025, -0.116]]
}

=====

# 2
{
  "formula": "C32H32I3N5O4Ru",
  "method": "wB97M-V/def2-TZVPD",
  "lumo_ha": [0.0730, 0.0730],
  "multiplicity": 6,
  "molar_mass_da": 1032.4,
  "e_homo_ev": [-3.87, -4.54],
  "total_charge": -1,
  "homo_lumo_gap_ev": [5.85, 6.52],
  "symbols": ["Ru", "C", "C", "O", "C", "C", "C", "N", "N", "C", "O", "C", "C", "C", "C", "C", "C", "H", "H", "H", "H", "H", "H", "H", "H", "H", "H", "H", "H", "I", "C", "C", "C", "I", "C", "C", "C", "C", "N", "C", "C", "O", "H", "H", "H", "H", "I", "C", "H", "H", "C", "C", "N", "C", "C", "C", "O", "C", "C", "C", "C", "N", "C", "H", "H", "H", "H", "H", "H", "H", "H", "H", "H", "H", "H", "H", "H"],
  "positions_angstrom": [[0.531930, 0.676240, 0.719579], [-3.687363, -0.695822, 0.777224], [-2.395368, -0.261084, 0.118184], [-1.303177, -0.600160, 0.714164], [-2.473928, 0.461594, -1.049260], [-1.372572, 0.919358, -1.831412], [-1.660219, 1.484691, -3.195477], [-0.148811, 0.827136, -1.402526], [0.859553, 1.141637, -2.318335], [1.994167, 0.681665, -1.872451], [2.176748, 0.063277, -0.760718], [3.195233, 0.879194, -2.751864], [4.423149, 0.365142, -2.355048], [5.547175, 0.524135, -3.154908], [5.452541, 1.202859, -4.360343], [4.226627, 1.723129, -4.760539], [3.106115, 1.562452, -3.962530], [-3.473729, -1.267149, 1.676318], [-4.289773, -1.304193, 0.100815], [-4.275627, 0.181842, 1.053659], [-3.463879, 0.662234, -1.437082], [-2.731142, 1.487602, -3.388184], [-1.146753, 0.911850, -3.966861], [-1.274723, 2.503191, -3.254802], [4.476651, -0.159598, -1.410903], [6.498665, 0.118150, -2.834300], [6.327890, 1.330085, -4.984781], [4.145683, 2.256299, -5.699629], [2.145026, 1.959268, -4.259015], [-3.966450, 3.773078, 0.421723], [-3.162839, 2.829930, 2.088896], [-3.903902, 2.786552, 3.273051], [-3.411425, 2.196938, 4.409305], [-4.590524, 2.199768, 6.133733], [-2.125806, 1.601626, 4.393261], [-1.486398, 1.014247, 5.513096], [-0.241581, 0.468715, 5.391443], [0.374159, 0.465186, 4.123476], [-0.193222, 0.998664, 3.070712], [-1.402980, 1.600240, 3.179227], [-1.880115, 2.270149, 1.967677], [-1.158332, 2.322338, 0.935222], [-4.886341, 3.239850, 3.287718], [-1.996635, 1.012070, 6.467796], [0.268986, 0.029611, 6.237676], [1.354194, 0.020104, 3.980866], [3.196581, 2.537181, 2.493257], [1.795002, 2.513727, 0.822025], [2.455691, 2.653967, -0.033113], [1.201070, 3.413110, 0.974872], [-2.106195, -5.965291, 3.450831], [-1.372377, -5.286971, 4.597761], [-0.583781, -4.137912, 4.162413], [-1.069475, -2.811803, 4.527410], [-2.306395, -2.378460, 3.760787], [0.605514, -4.395710, 3.570599], [1.041935, -5.534219, 3.447912], [1.384620, -3.254568, 2.975061], [2.766344, -3.244127, 3.129469], [3.508086, -2.244205, 2.531237], [2.847431, -1.293072, 1.765631], [1.525202, -1.315334, 1.600562], [0.806442, -2.268243, 2.193228], [-2.732736, -6.774668, 3.828180], [-1.392021, -6.384572, 2.744055], [-2.743714, -5.257032, 2.921583], [-0.704197, -6.000422, 5.082601], [-2.079657, -4.919859, 5.343570], [-0.263010, -2.091467, 4.391420], [-1.288024, -2.828609, 5.601097], [-2.134300, -2.396839, 2.684819], [-2.572682, -1.358343, 4.037526], [-3.157651, -3.024503, 3.983727], [3.237896, -4.027076, 3.709128], [4.581789, -2.195308, 2.641987], [3.370616, -0.496285, 1.252181], [-0.260025, -2.212261, 2.007001]],
  "forces_ev_per_a": [[0.200, -0.040, -0.818], [-0.058, -0.021, -0.037], [0.283, -0.084, 0.186], [-0.297, 0.095, 0.110], [0.108, 0.089, -0.217], [-0.339, -0.126, 0.075], [0.039, 0.028, 0.012], [0.251, 0.147, -0.090], [-0.252, -0.164, 0.296], [0.337, -0.048, -0.124], [-0.085, 0.126, 0.154], [-0.140, 0.005, 0.034], [0.041, -0.013, 0.018], [-0.025, -0.001, 0.011], [-0.020, 0.012, 0.000], [0.010, -0.007, 0.014], [-0.015, 0.001, -0.017], [-0.041, 0.040, -0.044], [-0.020, 0.003, -0.009], [-0.011, 0.013, 0.002], [-0.001, 0.007, -0.002], [-0.006, -0.001, 0.000], [0.003, -0.028, 0.003], [0.014, 0.009, -0.009], [0.009, -0.002, 0.004], [0.010, -0.003, 0.005], [0.016, 0.001, -0.012], [0.004, 0.011, -0.014], [-0.009, 0.006, -0.006], [-0.019, 0.041, -0.085], [-0.032, -0.010, 0.066], [0.014, 0.007, -0.034], [0.064, -0.010, -0.062], [-0.028, -0.001, 0.045], [0.038, -0.044, 0.160], [-0.108, 0.026, -0.026], [0.079, 0.017, -0.221], [-0.101, 0.047, 0.128], [0.008, -0.098, 0.050], [0.120, -0.007, -0.121], [0.036, -0.097, 0.188], [0.000, -0.089, 0.040], [-0.002, 0.000, -0.007], [0.000, 0.007, 0.003], [0.000, 0.005, 0.026], [-0.021, 0.015, 0.002], [-0.052, -0.090, -0.036], [0.038, 0.219, 0.155], [-0.058, -0.036, -0.033], [0.029, -0.017, 0.035], [-0.009, -0.012, -0.023], [0.005, 0.029, 0.024], [-0.034, 0.004, 0.045], [0.101, 0.040, 0.144], [0.011, -0.047, 0.009], [0.016, 0.018, -0.424], [0.020, -0.021, 0.170], [0.043, -0.087, 0.132], [-0.019, -0.030, 0.018], [-0.041, 0.061, -0.081], [0.014, -0.087, -0.049], [-0.034, 0.206, 0.228], [-0.006, 0.068, -0.089], [0.000, -0.024, 0.010], [0.014, 0.010, -0.006], [-0.013, 0.014, 0.000], [-0.016, 0.009, 0.003], [-0.007, -0.019, -0.005], [-0.139, -0.117, 0.014], [0.009, 0.039, -0.009], [0.021, -0.010, 0.064], [-0.025, 0.056, 0.005], [-0.015, -0.012, 0.006], [-0.005, -0.008, 0.009], [0.017, 0.002, -0.003], [0.003, -0.006, 0.034], [0.075, -0.012, -0.023]]
}

=====

# 3
{
  "formula": "C32H32N5O3RuS3",
  "method": "wB97M-V/def2-TZVPD",
  "lumo_ha": [0.0032, -0.0630],
  "multiplicity": 6,
  "molar_mass_da": 731.9,
  "e_homo_ev": [-7.18, -7.00],
  "total_charge": 0,
  "homo_lumo_gap_ev": [7.27, 5.29],
  "symbols": ["Ru", "C", "C", "N", "N", "C", "S", "S", "C", "C", "C", "C", "C", "C", "C", "C", "C", "C", "C", "C", "C", "O", "H", "H", "H", "H", "H", "H", "H", "H", "H", "H", "H", "H", "H", "H", "O", "C", "N", "C", "C", "C", "C", "C", "C", "N", "C", "C", "C", "C", "C", "N", "H", "H", "H", "H", "H", "H", "H", "H", "H", "H", "O", "S", "C", "C", "C", "C", "H", "H", "H", "H", "H", "H", "H", "H"],
  "positions_angstrom": [[-1.106633, 1.156586, 0.633730], [-3.994378, -0.629734, 0.379384], [-2.538199, -0.971358, 0.250861], [-1.768895, -0.781435, 1.330814], [-0.876465, -1.673056, 1.664481], [0.326388, -1.409286, 2.033907], [1.073178, 0.128597, 2.024465], [1.275914, -2.832019, 2.471499], [2.756249, -2.453969, 1.434057], [3.395628, -3.704453, 0.930909], [4.665273, -4.066742, 1.359703], [5.283774, -5.196239, 0.851620], [4.631152, -5.982348, -0.083113], [3.354368, -5.639349, -0.499539], [2.739795, -4.507897, 0.005066], [-1.997300, -1.678192, -0.878405], [-2.774395, -2.508895, -1.691428], [-2.187209, -3.324549, -2.629686], [-0.802388, -3.280808, -2.825373], [-0.029114, -2.378327, -2.146473], [-0.591729, -1.513681, -1.171609], [0.114996, -0.598766, -0.636290], [-4.529182, -1.514303, 0.739558], [-4.425389, -0.333894, -0.573582], [-4.122141, 0.168435, 1.112336], [3.442722, -1.863999, 2.038864], [2.373237, -1.848066, 0.611898], [5.179013, -3.453727, 2.086741], [6.275626, -5.458627, 1.187246], [5.119274, -6.855059, -0.488602], [2.839760, -6.255041, -1.222914], [1.743811, -4.237930, -0.318610], [-3.839899, -2.555032, -1.516161], [-2.787794, -4.020792, -3.192851], [-0.341057, -3.961106, -3.526702], [1.035409, -2.297301, -2.327323], [-4.500497, 3.684663, 1.597164], [-3.425051, 3.082311, 1.558590], [-2.907235, 2.487228, 0.489514], [-3.658560, 2.587677, -0.732027], [-3.003252, 1.784473, -1.812370], [-3.728353, 1.291788, -2.894151], [-3.060856, 0.608149, -3.895179], [-1.681480, 0.485444, -3.812202], [-1.040975, 1.001153, -2.699271], [-1.685157, 1.599798, -1.703516], [-2.559965, 2.979015, 2.782404], [-2.963855, 3.626562, 3.947399], [-2.157178, 3.562089, 5.067057], [-0.956510, 2.873650, 4.974666], [-0.630505, 2.261030, 3.776661], [-1.414197, 2.301114, 2.708687], [-3.701136, 3.639508, -1.066736], [-4.702722, 2.267578, -0.577675], [-4.796152, 1.441772, -2.936421], [-3.599469, 0.191331, -4.730872], [-1.118483, -0.007270, -4.589534], [0.033221, 0.923201, -2.588734], [-3.905905, 4.155923, 3.937067], [-2.455198, 4.033885, 5.991847], [-0.287411, 2.791010, 5.814813], [0.300649, 1.719503, 3.679588], [0.720513, 2.580742, 0.023888], [1.853802, 1.839468, -0.589670], [2.474605, 3.019934, -1.890253], [3.608118, 3.823603, -1.277027], [4.356639, 2.859377, -0.362474], [3.294610, 2.222292, 0.510082], [1.623418, 3.626545, -2.188757], [2.813851, 2.417653, -2.730850], [3.200180, 4.645295, -0.685532], [4.263085, 4.243188, -2.042247], [5.110812, 3.373056, 0.236033], [4.856539, 2.092640, -0.959431], [2.904041, 2.912679, 1.256439], [3.612615, 1.303306, 0.994548]],
  "forces_ev_per_a": [[0.679, 0.689, -0.115], [0.243, 0.374, -0.024], [0.264, -0.477, 0.067], [-1.483, 1.315, 0.297], [0.711, -1.979, -0.321], [-0.020, 0.479, -0.258], [-0.466, 0.474, 0.095], [0.260, -0.147, -0.086], [-0.364, 0.168, 0.355], [0.088, -0.070, 0.069], [-0.037, 0.035, -0.027], [0.026, -0.086, -0.029], [0.104, -0.003, 0.038], [-0.043, -0.003, -0.040], [-0.016, -0.015, -0.054], [0.388, 0.054, 0.133], [0.097, -0.267, -0.003], [-0.426, -0.060, -0.089], [0.044, 0.140, 0.104], [0.100, -0.039, -0.059], [-0.510, -0.129, -0.077], [-0.041, 0.490, 0.294], [0.095, 0.006, 0.020], [-0.043, 0.034, -0.052], [-0.074, -0.078, -0.026], [0.068, 0.021, -0.149], [0.100, 0.011, 0.011], [0.028, 0.077, 0.074], [0.104, -0.051, 0.019], [0.033, -0.122, -0.030], [-0.050, -0.037, -0.058], [-0.104, 0.034, -0.019], [-0.116, -0.100, 0.000], [-0.093, -0.053, -0.092], [0.038, -0.031, -0.122], [0.041, -0.007, 0.018], [0.198, -0.006, 0.171], [-0.435, 0.122, -0.249], [1.030, -0.793, -0.043], [-0.301, 0.131, 0.248], [-0.207, -0.011, -0.197], [0.213, 0.027, 0.016], [0.116, 0.147, 0.200], [0.015, 0.134, 0.015], [0.191, -0.125, -0.452], [-0.216, -0.123, 0.245], [-0.211, 0.415, 0.609], [-0.067, -0.130, -0.250], [0.163, -0.127, -0.071], [-0.257, 0.053, -0.086], [0.395, 0.065, 0.465], [-0.156, 0.037, -0.385], [-0.094, -0.192, 0.058], [0.209, 0.097, -0.133], [-0.111, 0.016, 0.034], [-0.079, -0.058, -0.108], [0.079, -0.053, 0.008], [-0.033, -0.169, 0.026], [-0.001, -0.020, -0.047], [-0.014, 0.063, 0.051], [0.106, 0.005, 0.083], [-0.122, -0.055, -0.031], [-1.793, 0.379, 0.722], [2.002, 0.223, -0.659], [-0.031, -0.299, 0.351], [0.172, -0.006, 0.003], [-0.003, 0.184, -0.070], [-0.060, -0.369, -0.336], [-0.144, -0.121, -0.018], [0.013, -0.068, -0.066], [0.018, 0.034, -0.015], [-0.071, 0.050, -0.004], [0.013, -0.088, 0.008], [0.082, 0.028, 0.007], [-0.157, 0.009, -0.012], [-0.074, -0.052, 0.047]]
}

=====

Respective largest force on an atom values: 0.080; 0.016; 0.041 Eh/bohr.